{"formula": "C45H30Br3IrN10O2S2", "method": "ωB97M-V/def2-TZVPD", "symbols": ["Ir", "Br", "C", "C", "C", "Br", "C", "C", "C", "C", "N", "C", "C", "O", "H", "H", "H", "H", "Br", "C", "C", "C", "C", "C", "C", "N", "N", "C", "C", "C", "C", "O", "C", "N", "C", "C", "C", "C", "H", "H", "H", "H", "H", "H", "H", "H", "H", "N", "S", "C", "C", "C", "C", "C", "C", "C", "C", "C", "C", "C", "C", "H", "H", "H", "H", "H", "H", "H", "H", "H", "H", "H", "N", "C", "N", "C", "C", "C", "C", "C", "C", "S", "H", "H", "H", "H", "H", "H", "N", "C", "N", "C", "N"], "xyz": [[-0.999, -0.617, -0.529], [-5.966, -1.612, -0.920], [-4.928, -1.381, 0.636], [-5.540, -1.402, 1.902], [-4.791, -1.283, 3.038], [-5.649, -1.334, 4.721], [-3.381, -1.158, 2.963], [-2.501, -1.059, 4.063], [-1.150, -1.030, 3.853], [-0.652, -1.066, 2.541], [-1.448, -1.103, 1.500], [-2.799, -1.146, 1.683], [-3.568, -1.229, 0.495], [-2.940, -1.234, -0.663], [-6.613, -1.516, 1.967], [-2.906, -1.021, 5.065], [-0.457, -0.975, 4.680], [0.408, -1.090, 2.346], [3.407, 10.096, -0.079], [3.873, 8.331, 0.370], [3.605, 7.304, -0.529], [3.949, 6.012, -0.203], [4.541, 5.734, 1.045], [4.803, 6.785, 1.944], [4.473, 8.076, 1.602], [4.803, 4.467, 1.455], [4.772, 3.446, 0.697], [3.888, 2.494, 0.687], [4.163, 1.418, -0.229], [3.261, 0.458, -0.502], [1.949, 0.472, 0.091], [1.125, -0.371, -0.341], [1.678, 1.484, 1.133], [0.507, 1.395, 1.760], [0.206, 2.282, 2.688], [1.076, 3.305, 3.058], [2.304, 3.385, 2.444], [2.635, 2.467, 1.444], [3.112, 7.517, -1.467], [3.736, 5.199, -0.883], [5.264, 6.562, 2.896], [4.679, 8.891, 2.281], [5.121, 1.435, -0.732], [3.463, -0.307, -1.239], [-0.764, 2.177, 3.162], [0.782, 4.027, 3.807], [3.007, 4.145, 2.745], [-0.383, -2.568, -0.664], [-1.359, -3.782, -1.013], [-0.283, -5.052, -1.672], [0.877, -4.665, -2.326], [1.695, -5.643, -2.876], [1.344, -6.981, -2.780], [0.167, -7.351, -2.143], [-0.658, -6.387, -1.588], [-1.903, -4.525, 0.518], [-1.011, -5.068, 1.436], [-1.496, -5.522, 2.649], [-2.855, -5.428, 2.940], [-3.736, -4.889, 2.016], [-3.260, -4.436, 0.791], [0.510, -2.849, -0.275], [1.131, -3.617, -2.410], [2.606, -5.355, -3.382], [1.987, -7.740, -3.205], [-0.108, -8.395, -2.073], [-1.576, -6.674, -1.092], [0.046, -5.137, 1.207], [-0.817, -5.955, 3.371], [-3.226, -5.781, 3.893], [-4.792, -4.819, 2.241], [-3.933, -4.012, 0.055], [-2.538, -1.729, -3.344], [-1.741, -0.665, -3.533], [-0.922, -0.147, -2.642], [-0.253, 0.976, -3.173], [0.610, 1.838, -2.509], [1.154, 2.916, -3.182], [0.861, 3.149, -4.523], [0.002, 2.306, -5.202], [-0.549, 1.237, -4.512], [-1.700, 0.078, -5.103], [-2.865, -1.884, -2.393], [-3.206, -1.931, -4.069], [0.826, 1.680, -1.471], [1.804, 3.597, -2.648], [1.292, 4.000, -5.032], [-0.248, 2.486, -6.238], [-1.650, 1.298, -0.446], [-1.570, 2.460, -0.519], [-1.579, 3.721, -0.595], [-0.554, 4.529, -0.504], [0.321, 5.285, -0.424]], "mulliken_spin": [0.002, 0.000, 0.000, 0.000, 0.000, 0.000, 0.000, 0.000, 0.000, 0.000, -0.001, 0.000, 0.000, 0.000, 0.000, 0.000, 0.000, 0.000, 0.021, 0.178, -0.082, 0.151, -0.028, 0.163, -0.080, 0.489, 0.182, -0.004, 0.038, -0.008, 0.000, -0.005, 0.000, -0.003, 0.001, -0.002, -0.017, 0.014, -0.003, 0.008, 0.001, -0.002, 0.002, 0.000, 0.000, 0.001, -0.012, 0.000, 0.000, 0.000, 0.000, 0.000, 0.000, 0.000, 0.000, 0.000, 0.000, 0.000, 0.000, 0.000, 0.000, 0.000, 0.000, 0.000, 0.000, 0.000, 0.000, 0.000, 0.000, 0.000, 0.000, 0.000, 0.000, 0.000, 0.000, 0.000, -0.001, 0.000, 0.000, 0.000, 0.000, 0.000, 0.000, 0.000, 0.001, 0.000, 0.000, 0.000, -0.001, 0.000, 0.000, 0.000, 0.000], "homo_energy_ev": [-9.83, -10.17], "gap_ha": [0.2126, 0.2255], "multiplicity": 2, "charge": 1, "e_above_lowest_ev": 0.121}